# C16H20O

A cluster of 2 separate species, C16H20O in total in a non-equilibrium geometry (ωB97M-V/def2-TZVPD, OMol25).

```
37
C16H20O (ωB97M-V/def2-TZVPD)
H 3.050 -1.434 -3.844
H -2.394 0.074 4.304
H -1.044 2.879 2.928
C 2.201 -0.719 -3.769
H -0.616 2.740 1.195
C 1.200 -0.834 -2.825
C 0.497 -1.118 5.640
H -0.718 0.249 1.319
C -0.082 -0.242 -3.034
H -1.238 0.501 -1.603
H 2.431 -1.206 4.819
C 0.931 -0.302 3.391
H -2.045 0.845 2.009
C -1.003 0.768 2.162
C -1.287 -0.149 4.370
H -1.915 -2.296 -2.691
C -0.326 0.621 -4.127
H -3.147 -1.178 -1.851
C -0.461 2.273 2.159
C -2.298 -1.172 -2.482
H 1.677 -0.085 2.572
C 2.002 0.196 -4.781
C -0.769 -0.618 5.558
C -1.056 -0.444 -1.872
H -0.584 -0.865 -1.023
C 1.306 -0.934 4.502
H -1.557 -0.644 6.322
H 0.804 1.650 -5.764
H -2.465 -0.831 -3.460
H 3.799 0.453 -5.444
C -0.385 0.053 3.322
H 0.986 -1.304 6.578
C 0.780 0.858 -4.951
O 2.953 0.211 -5.764
H -1.237 1.185 -4.252
H 1.379 -1.520 -1.995
H 0.631 2.338 2.387
```

## Properties
- structure (SMILES) = CCc1ccc(O)cc1.CCc1ccccc1
- gap between HOMO and LUMO (eV) = 9.287
- E_LUMO (Ha) = 0.02819

=====

# C22H18O9Si

The molecule C22H18O9Si in a non-equilibrium geometry (ωB97M-V/def2-TZVPD, OMol25).

```
50
C22H18O9Si (ωB97M-V/def2-TZVPD)
C 2.379 -0.179 0.462
H -0.873 -1.684 1.229
C -2.518 2.315 2.778
H 4.383 1.339 -2.470
C -0.763 -1.038 -0.850
H 6.375 -1.706 1.874
C -1.550 -3.517 -1.504
O 4.099 -1.711 2.267
C -2.004 1.975 1.462
C -1.359 -3.181 -0.187
H -2.119 2.221 4.856
C 3.779 -0.355 0.388
C -1.789 1.945 3.862
O -2.755 2.213 0.379
H -1.580 2.311 -1.271
H -1.612 -2.478 -5.749
O 1.712 -0.846 1.488
H 1.857 1.527 -2.313
H -0.849 1.235 -2.562
C 4.605 -1.105 1.360
C -0.955 -1.905 0.140
H -5.463 3.465 2.320
H -0.616 -0.781 -4.064
O 5.959 -1.101 1.273
C 1.717 0.516 -0.532
Si -0.146 0.631 -0.330
C -1.519 -2.969 -3.970
H 5.549 0.200 -0.680
H -0.225 0.682 4.574
H 0.043 2.518 -1.872
O -0.307 -0.437 -3.172
O -1.382 -2.017 -4.979
O -3.775 3.972 3.819
H -1.946 -4.499 -1.711
C 3.815 0.890 -1.639
C -0.229 0.761 2.427
C 4.456 0.224 -0.678
O -4.786 2.855 2.103
C -0.731 1.079 3.683
H -3.598 2.632 0.666
H 0.419 -0.100 2.408
C -0.731 1.816 -1.667
C -0.774 -1.351 -2.237
C -1.272 -2.634 -2.569
H 2.424 -1.172 2.088
C -3.744 3.113 2.960
C 2.440 1.151 -1.480
H -1.345 -3.975 0.591
O -1.888 -4.127 -4.247
C -0.807 1.284 1.278
```

## Properties
- structure (SMILES) = C[Si](c1cccc(C(=O)O)c1O)(c1cccc(C(=O)O)c1O)c1cccc(C(=O)O)c1O
- gap between HOMO and LUMO (eV) = 8.709
- E_LUMO (Ha) = 0.00401

=====

# C10H20AuClIO3P

A structure of composition C10H20AuClIO3P in a non-equilibrium geometry (ωB97M-V/def2-TZVPD, OMol25).

```
37
C10H20AuClIO3P (ωB97M-V/def2-TZVPD)
H 1.786 -1.581 4.439
C -1.119 3.007 -4.044
H 2.152 1.076 -4.221
Au -0.279 -0.174 -2.361
H -0.738 0.960 4.251
C 1.498 1.927 -4.417
H -0.348 -1.628 0.563
I 1.529 -0.013 2.300
H 1.749 2.723 -3.709
H -2.145 -1.564 3.538
O 2.022 -2.685 2.479
H -0.245 -0.982 6.411
H -2.194 2.828 -3.992
C 0.974 -2.027 2.250
Cl -2.519 0.291 -2.923
H -1.166 -0.458 2.486
O -0.096 -2.040 3.581
H 0.936 0.108 5.664
H 1.662 2.287 -5.436
H -1.889 0.059 5.228
C -0.781 0.647 -5.716
H -0.809 3.516 -3.129
P -0.230 1.457 -4.195
H 0.487 -3.207 0.568
C 1.418 -0.633 -1.614
H -0.493 1.251 -6.573
H 0.740 -2.715 5.332
C 0.769 -1.784 4.770
H -0.924 -2.925 1.628
C -0.051 -2.478 1.163
H -1.862 0.525 -5.677
H -0.885 3.644 -4.899
C -1.211 -0.976 3.467
C -0.998 -0.019 4.622
O 2.480 -0.939 -1.234
C 0.144 -0.608 5.464
H -0.323 -0.339 -5.790
```

## Properties
- net charge = +2
- gap between HOMO and LUMO (spin up / spin down) (eV) = 7.885 / 6.940
- 2S+1 = 3
- E_LUMO (spin up / spin down) (Ha) = -0.25693 / -0.36317

=====

The records above yield relative energy (zero: lowest compared OMol25 entry of this formula, charge and spin) values of 199.6 0.0 67.8 kJ/mol, respectively.